DFT (the ωB97M-V functional and the def2-TZVPD basis) results for C34H38N11O2S4Y as an isolated structure.

2S+1: 1
Energy above the lowest of the compared OMol25 structures with the same formula, charge and spin: 42.4 kJ/mol
Highest occupied orbital energy: -1.35 eV
Charge: -2

Each line ends with the Löwdin charge.
Element x y z (Å)
Y: -0.450674 -0.158418 0.409070  0.94
C: -0.067750 6.420525 5.050425  -0.08
C: 0.237437 5.246185 4.157383  -0.32
C: 1.491932 4.635194 4.140059  -0.08
C: 1.740280 3.510919 3.387522  -0.03
C: 0.760728 2.886752 2.555812  -0.25
N: 0.978593 1.745436 1.883093  0.02
C: 2.301410 1.401730 1.645873  -0.34
C: 3.190524 2.257819 0.979469  -0.06
C: 4.472976 1.881549 0.644582  -0.06
C: 4.951365 0.607222 0.943938  -0.29
C: 6.305390 0.142148 0.477170  -0.07
C: 4.099240 -0.246143 1.620479  -0.01
C: 2.819108 0.149079 1.988364  -0.17
N: 2.040692 -0.785559 2.732793  -0.08
C: 2.503468 -1.589900 3.711274  -0.08
C: 1.453674 -2.358230 4.151032  -0.05
C: 0.364692 -1.944606 3.373045  -0.14
N: 0.722859 -0.988003 2.527259  0.00
C: -0.490093 3.560189 2.554370  -0.12
C: -0.734200 4.668458 3.358019  -0.02
N: -1.570118 3.137802 1.717518  -0.09
C: -2.517716 3.960265 1.215734  -0.11
C: -3.543800 3.180027 0.743005  -0.07
C: -3.122320 1.868456 1.002188  -0.20
N: -1.927962 1.845720 1.579353  0.04
H: 0.822114 7.034385 5.206294  0.06
H: -0.422165 6.105962 6.037448  0.07
H: -0.840507 7.059339 4.617207  0.06
H: 2.289121 5.040854 4.757438  0.10
H: 2.719882 3.054691 3.430700  0.10
H: 2.815642 3.230314 0.685081  0.12
H: 5.103949 2.571006 0.092840  0.10
H: 6.947502 0.992141 0.239886  0.06
H: 6.218930 -0.469233 -0.424504  0.08
H: 6.808018 -0.459604 1.237793  0.07
H: 4.414698 -1.261907 1.836025  0.11
H: 3.528484 -1.529991 4.032792  0.12
H: 1.460459 -3.096793 4.932605  0.09
H: -0.654889 -2.284384 3.406089  0.05
H: -1.736019 5.083940 3.368054  0.11
H: -2.382945 5.027459 1.228507  0.12
H: -4.451668 3.501099 0.263110  0.09
H: -3.633923 0.939706 0.818508  0.05
N: -2.557705 -0.608308 -1.095122  -0.06
C: -3.139135 0.366705 -2.024814  -0.26
C: -2.204244 0.638800 -3.208516  -0.20
C: -1.923963 2.132875 -3.403528  -0.22
C: -0.761607 2.614707 -2.540700  -0.31
N: -1.044261 2.494608 -1.108744  -0.01
H: -2.340899 -1.493977 -1.558590  0.04
H: -3.258676 -0.882149 -0.408787  -0.01
H: -3.283696 1.299651 -1.480699  0.07
H: -4.120695 0.024081 -2.374792  0.11
H: -2.626510 0.209938 -4.122016  0.09
H: -1.252335 0.131536 -3.017170  0.08
H: -2.829609 2.703804 -3.157227  0.10
H: -1.694398 2.347463 -4.452989  0.10
H: -0.474413 3.634305 -2.839441  0.10
H: 0.101006 1.966761 -2.718076  0.01
H: -1.492056 3.323105 -0.734122  0.05
H: -0.160706 2.329641 -0.624185  -0.02
S: 1.339022 0.237217 -1.246982  -0.18
S: -2.885391 -1.455016 1.954419  0.49
C: -2.992527 -1.744427 3.592753  -0.96
N: -3.063260 -1.945090 4.735823  -0.01
N: 0.593420 -4.563893 -6.938584  0.07
C: -0.187988 -4.570928 -5.766228  -0.33
C: -0.959893 -3.458989 -5.430259  -0.03
C: -1.736053 -3.468070 -4.287541  -0.05
C: -1.760134 -4.590504 -3.467816  -0.28
C: -1.003372 -5.701231 -3.799168  -0.07
C: -0.226290 -5.695617 -4.949511  -0.04
S: -2.694384 -4.530132 -1.954656  0.53
O: -3.986833 -3.990646 -2.309517  -0.33
O: -2.624752 -5.869186 -1.407848  -0.38
N: -1.948034 -3.441850 -1.104624  -0.16
C: -0.790582 -3.673496 -0.482188  -0.68
S: -0.072924 -5.268207 -0.238484  1.01
C: 1.351261 -4.520141 0.396514  -0.43
C: 1.195468 -3.182490 0.409661  -0.29
N: -0.004782 -2.702189 -0.052078  -0.06
H: 0.869723 -3.634742 -7.218819  0.08
H: 1.400905 -5.165295 -6.875753  0.07
H: -0.930926 -2.578117 -6.062136  0.11
H: -2.322631 -2.601391 -4.010800  0.11
H: -1.030077 -6.562558 -3.145379  0.10
H: 0.369892 -6.564088 -5.208866  0.10
H: 2.200101 -5.099409 0.716682  0.04
H: 1.948532 -2.466626 0.706164  0.08

Forces on atoms 1 to 2 (eV/Å):
Y 0.38 0.37 -0.05
C 0.01 -0.04 -0.02